C12H28GeNa as an isolated structure in a non-equilibrium geometry, computed with ωB97M-V with the def2-TZVPD basis set.

Results
**Kohn-Sham gap (spin up / spin down)**: 0.2441 / 0.2724 Eh
**Total energy**: -73820.3722 eV
**Charge**: +1
**Highest occupied orbital energy (spin up / spin down)**: -12.151 / -12.156 eV
**Energy relative to the best compared isomer or geometry (same formula, charge and spin)**: 385.90 kJ/mol

Last column: natural (NBO) charge in e.
Cartesian coordinates (Å):
Na  1.714418  0.522205  -2.697573  0.924
C  -3.549152  -3.640417  1.725801  -0.616
C  -3.783342  -2.920440  0.390098  -0.390
C  -2.744927  -1.796484  0.076794  -0.412
C  -1.246604  -2.133090  0.199658  -0.767
Ge  0.018318  -0.755840  -0.574813  0.828
C  -0.817090  0.766596  0.444870  -0.794
C  -0.674997  0.889668  1.964196  -0.419
C  -0.863700  2.321863  2.530939  -0.390
C  -2.247126  2.925284  2.399316  -0.637
H  -4.350909  -4.364697  1.972023  0.226
H  -3.492102  -2.956307  2.586425  0.204
H  -2.595491  -4.137517  1.715004  0.206
H  -4.792646  -2.504874  0.295946  0.219
H  -3.724651  -3.698334  -0.437986  0.200
H  -2.944970  -0.861410  0.635012  0.195
H  -2.850952  -1.395806  -0.912422  0.202
H  -1.013085  -2.916297  -0.535281  0.218
H  -0.894909  -2.246855  1.245620  0.233
H  -0.737835  -0.556357  -1.968830  -0.192
H  -1.870485  0.756807  0.131470  0.243
H  -0.397232  1.712870  0.044864  0.204
H  0.329582  0.542590  2.302928  0.201
H  -1.428356  0.254009  2.493787  0.209
H  -0.159429  2.954828  1.980663  0.185
H  -0.443753  2.329488  3.543808  0.221
H  -2.847349  2.773811  1.496265  0.210
H  -2.090018  4.004692  2.430167  0.220
H  -2.992046  2.741570  3.181841  0.221
C  4.037591  2.141023  -1.656607  -0.612
C  4.381056  0.864774  -2.368078  -0.352
C  4.128031  -0.399787  -1.501197  -0.638
C  3.795169  0.837203  -3.696317  -0.366
H  4.673954  2.313183  -0.746384  0.249
H  3.002766  2.219779  -1.326539  0.181
H  4.226378  3.025570  -2.336099  0.235
H  5.448958  0.834719  -2.646761  0.271
H  3.399748  -0.132567  -0.705564  0.208
H  5.118559  -0.688652  -1.088910  0.261
H  3.786606  -1.263650  -2.048321  0.215
H  3.610558  -0.076822  -4.208376  0.187
H  3.881464  1.713669  -4.331438  0.208

Forces on the atoms, in the same order (eV/Å):
-0.704 -0.074 0.188
-0.662 0.487 0.375
0.775 -0.680 -1.020
0.283 1.085 0.564
0.878 -0.407 -0.399
-3.078 0.347 1.306
1.135 1.833 -0.189
-0.155 -0.708 1.140
0.687 -0.837 -0.904
-0.786 1.170 0.399
0.493 0.309 -0.348
-0.169 0.087 -0.318
0.340 -0.485 -0.090
0.206 0.072 0.227
0.024 0.857 0.878
-0.130 -0.742 0.479
-0.548 -0.262 -1.035
-0.138 -0.768 1.077
-0.219 -0.670 -0.755
0.761 0.091 -0.309
0.306 -0.207 -0.126
-0.291 -0.259 -0.018
-0.621 0.100 -0.274
0.609 0.116 -0.492
-0.063 0.101 -0.117
-0.611 0.036 0.043
0.715 -0.416 -0.335
-0.244 0.141 0.046
0.560 -0.404 0.283
1.487 2.061 0.414
0.329 -1.023 0.116
0.729 0.876 0.464
-0.206 0.661 -1.213
-0.636 -0.271 -0.777
-0.269 -0.189 0.057
-0.221 -0.884 0.750
0.173 0.330 0.446
0.553 -0.473 -0.138
-0.949 0.093 0.301
-0.245 -0.284 -0.386
-0.033 -0.802 -0.393
-0.066 -0.010 0.079